{"formula": "C5H9ClFN2O13V2", "method": "ωB97M-V with the def2-TZVPD basis set", "homo_lumo_gap_ha": [0.2291, 0.1025], "spin_multiplicity": 8, "charge": 2, "s2": 15.828, "e_tot_ha": -3730.141717, "homo_ev": [-15.388, -15.388], "symbols": ["O", "V", "O", "V", "Cl", "O", "O", "O", "O", "C", "N", "O", "O", "H", "H", "H", "C", "N", "O", "O", "H", "H", "H", "C", "C", "O", "C", "O", "O", "F", "H", "H", "H"], "xyz": [[1.583, 3.342, 2.556], [0.930, 2.761, 3.891], [-2.934, 4.167, -0.706], [-3.745, 2.985, -0.035], [-1.237, 0.514, 0.975], [-2.256, 0.120, 1.880], [-1.772, 1.513, 0.099], [-0.181, 1.094, 1.748], [-0.774, -0.507, 0.117], [-3.246, -3.026, 0.899], [-3.939, -2.428, -0.296], [-4.572, -1.364, -0.058], [-3.926, -3.090, -1.296], [-2.938, -4.053, 0.701], [-3.864, -3.024, 1.797], [-2.304, -2.479, 0.948], [2.710, -1.036, 1.931], [3.331, -1.914, 0.877], [2.800, -3.013, 0.681], [4.313, -1.521, 0.276], [3.217, -0.071, 1.918], [2.961, -1.440, 2.911], [1.630, -0.943, 1.815], [0.982, 1.762, -3.073], [1.384, 0.403, -2.608], [2.276, 0.726, -1.561], [1.992, 1.971, -1.116], [2.425, 2.484, -0.110], [1.354, 2.614, -2.061], [1.992, -0.203, -3.646], [-0.099, 1.729, -3.214], [1.409, 2.005, -4.046], [0.498, -0.077, -2.193]], "forces_ev_per_angstrom": [[3.8, 3.3, -7.5], [-4.1, -3.5, 6.9], [-1.6, -1.8, 1.2], [2.6, 1.0, -1.2], [-1.6, -0.1, 0.5], [-0.3, -0.7, 0.2], [-1.5, 2.4, -1.0], [1.9, 0.6, 0.9], [0.9, -1.2, 0.2], [1.0, -0.3, -0.3], [-1.6, 0.3, 2.1], [1.4, -1.7, -1.2], [-0.1, 0.9, -0.5], [-0.5, 0.1, -0.4], [0.1, 0.6, -0.3], [-0.3, 0.3, 0.6], [-0.2, 0.1, 1.0], [3.0, 4.3, -0.3], [-0.6, -1.6, -0.5], [-2.3, -1.8, 1.0], [0.1, 0.0, -0.9], [-0.1, -0.6, -0.1], [0.0, -0.2, -0.4], [-1.7, -0.4, -1.9], [-0.1, 1.2, -0.4], [0.3, -1.5, 1.1], [2.0, 1.2, 0.6], [-0.7, -1.3, -0.7], [-0.8, 1.9, 0.7], [0.1, -1.0, 0.7], [-0.1, 0.6, 0.1], [0.4, 0.2, 0.2], [0.5, -1.1, -0.2]], "lowdin_spin": [0.9517, 3.0101, -0.3126, 2.2920, 0.0040, 0.0030, 0.0148, 0.0210, 0.0018, 0.0000, 0.0000, 0.0003, 0.0001, 0.0000, 0.0000, 0.0000, 0.0445, 0.0555, 0.8681, 0.0184, 0.0144, -0.0002, 0.0005, 0.0001, 0.0001, 0.0007, 0.0010, 0.0094, 0.0010, 0.0000, 0.0001, 0.0000, 0.0000]}